1.
ORCA calculation (the ωB97M-V functional and the def2-TZVPD basis) on C2CeFO as an isolated structure in a non-equilibrium geometry.

Positions of all 5 atoms, in Å:
C: -0.18980 0.86649 -1.23124
C: -0.12878 -0.17929 -0.20175
O: 0.74556 0.97159 -0.22995
F: 0.56699 -1.28175 -0.68821
Ce: -0.99397 -0.37705 2.35116

Cartesian forces, eV/Å:
1.447 0.621 1.412
-0.609 -1.069 1.581
-1.208 0.410 -1.644
-0.141 -0.078 0.212
0.511 0.117 -1.562

For the energy, the calculation gives -725.90849 a.u. As for the charge: +1. The HOMO-LUMO gap (alpha / beta) is 6.469 / 6.904 eV. The maximum force comes out at 2.11 eV Å⁻¹. The HOMO energy (alpha / beta) comes out at -12.266 / -12.814 eV. Its spin multiplicity is 3.

***

2.
ORCA calculation (the ωB97M-V functional and the def2-TZVPD basis) on an isolated molecule of C7H14N2 in a non-equilibrium geometry.

Positions of all 23 atoms, in Å:
N: 0.70940 -2.64650 2.41399
N: 0.77200 -1.30272 1.96961
C: -0.12427 -0.72021 0.93180
C: 0.24273 0.64323 0.47236
C: 1.32201 0.63256 -0.60303
C: 0.86749 0.56283 -1.97425
C: -0.43265 0.69156 -2.37166
C: -1.53354 0.92424 -1.43087
C: -1.04054 1.43752 -0.05177
H: -0.26375 -3.03845 2.38613
H: 1.42030 -3.33150 2.00694
H: 0.75788 -0.70044 2.76241
H: -0.31420 -1.45632 0.17465
H: -1.00840 -0.64693 1.56133
H: 0.54985 1.11175 1.32157
H: 1.88943 1.53138 -0.46688
H: 2.06469 -0.14113 -0.37537
H: 1.73044 0.37677 -2.70010
H: -0.49323 0.53551 -3.43619
H: -2.21995 0.08828 -1.10236
H: -2.17620 1.54152 -1.99710
H: -0.83161 2.42380 -0.18578
H: -1.88786 1.48323 0.69457

Cartesian forces, eV/Å:
-0.691 -0.920 -0.608
2.125 -0.279 -1.119
-1.098 -1.948 2.334
-2.094 -0.486 -2.918
0.619 0.090 1.911
-0.770 -0.311 -2.098
3.820 -1.620 0.210
-0.815 -1.376 1.797
-0.676 -2.203 0.373
1.323 0.351 -0.094
-1.516 1.777 0.289
0.000 0.159 0.614
0.101 -0.285 -0.628
-1.202 0.309 -0.751
1.200 1.757 2.322
0.557 0.833 -0.087
-0.214 -0.192 -0.057
-1.609 0.360 0.638
-1.032 0.236 -0.227
0.934 -0.032 -1.188
-1.128 1.422 0.143
1.276 2.979 -0.225
0.889 -0.619 -0.630

For the energy, the calculation gives -384.52675 a.u. The HOMO-LUMO gap is 9.539 eV. The maximum force comes out at 4.15 eV Å⁻¹. The HOMO energy comes out at -8.517 eV. The SMILES is NNC[C@H]1CC=CCC1.

***

3.
ORCA calculation (the ωB97M-V functional and the def2-TZVPD basis) on C41H67BN6O11Ti as an isolated structure in a non-equilibrium geometry.

Positions of all 127 atoms, in Å:
Ti: -5.23852 7.62753 26.19606
C: -10.49064 -3.11698 19.13046
C: -10.82532 -1.96801 19.94796
C: -9.59279 -1.46540 20.76893
C: -9.49395 -1.99723 22.21520
N: -8.30896 -1.47430 23.02092
C: -8.13123 0.03724 23.15326
C: -7.39721 0.51012 21.89850
C: -6.50485 -0.65687 21.50210
C: -6.90250 -1.77817 22.42578
C: -8.54963 -2.06888 24.41533
C: -9.81147 -1.59074 25.17242
C: -9.81053 -1.97988 26.71820
H: -10.00835 -3.83147 19.79754
H: -9.93689 -2.95629 18.20546
H: -11.35577 -3.55343 18.63130
H: -11.59907 -2.22907 20.66995
H: -11.34884 -1.13384 19.48087
H: -9.90159 -0.42787 20.89651
H: -8.70496 -1.47300 20.13663
H: -9.47733 -3.08690 22.19475
H: -10.37249 -1.70014 22.78791
H: -7.48015 0.32927 23.97722
H: -9.02541 0.64378 23.29703
H: -6.76671 1.37999 22.08263
H: -8.13819 0.90453 21.20316
H: -5.43602 -0.45065 21.55848
H: -6.75819 -0.70687 20.44313
H: -6.16946 -1.70596 23.22922
H: -6.84665 -2.82052 22.11194
H: -7.72501 -1.68652 25.01691
H: -8.44330 -3.15223 24.35935
H: -10.67160 -2.14891 24.80263
H: -10.01085 -0.52181 25.09654
H: -8.93956 -1.64454 27.28128
H: -9.80610 -3.06187 26.85007
H: -10.65747 -1.50706 27.21542
O: -11.27299 5.63867 25.07145
C: -12.40977 5.20544 24.72980
O: -12.98707 4.12340 25.21428
B: -14.26286 3.80579 24.46845
O: -14.46059 4.98888 23.57648
C: -13.38324 5.73822 23.59546
O: -13.21905 6.82413 22.93372
O: -15.51744 3.71144 25.29386
C: -16.02167 2.50717 25.00635
O: -17.02011 1.97854 25.57230
C: -15.15194 1.73233 24.08450
O: -14.16828 2.53154 23.66443
O: -15.35579 0.59640 23.74846
N: -16.27758 -1.26382 33.11469
C: -15.71942 -1.68721 34.28844
C: -14.65108 -0.85246 34.58579
C: -14.55321 0.10977 33.57422
C: -15.53187 -0.19446 32.61353
H: -16.93165 -1.81124 32.57375
H: -16.04316 -2.49642 34.92621
H: -14.10636 -0.88708 35.51770
H: -13.84023 0.92031 33.54127
H: -15.69275 0.28210 31.65781
N: -18.36928 6.04878 19.21246
C: -19.48950 6.67107 18.81718
C: -20.27378 5.81551 18.01670
C: -19.59717 4.61027 18.03770
C: -18.40652 4.74643 18.78942
H: -17.67961 6.27750 19.91398
H: -19.60265 7.72512 19.02353
H: -21.23609 6.04211 17.58192
H: -19.94172 3.73028 17.51491
H: -17.59933 4.05114 18.96668
N: -22.69705 5.41532 23.69835
C: -22.80533 6.65262 24.32147
C: -22.93854 6.45872 25.69578
C: -23.08855 5.09516 25.93188
C: -22.85887 4.48076 24.69444
H: -22.52983 5.30729 22.70817
H: -22.49925 7.54966 23.80375
H: -23.00177 7.22383 26.45539
H: -23.08011 4.56772 26.87429
H: -22.73064 3.41134 24.61514
N: -20.14704 -5.05184 25.51926
C: -21.22087 -5.89100 25.45044
C: -20.81801 -7.15487 25.69567
C: -19.59679 -7.07303 26.37604
C: -19.05336 -5.81531 26.03549
H: -20.16833 -4.05380 25.36574
H: -22.14607 -5.53151 25.02480
H: -21.34627 -8.08960 25.57891
H: -19.06591 -7.86697 26.88024
H: -18.16580 -5.31878 26.39896
N: -12.69777 9.10828 30.28411
C: -13.26487 7.88141 30.34942
C: -14.56075 7.94789 29.79500
C: -14.83001 9.27989 29.40885
C: -13.58187 9.99094 29.66415
H: -11.77903 9.41810 30.56701
H: -12.67915 7.10862 30.82497
H: -15.35862 7.22284 29.73093
H: -15.66782 9.72362 28.89160
H: -13.23175 10.98742 29.43863
C: -9.97403 14.55054 25.96223
C: -9.63291 13.06241 25.63601
O: -8.55970 13.11425 24.79519
H: -10.47393 15.00680 25.10781
H: -9.19514 15.22505 26.31788
H: -10.66091 14.71334 26.79276
H: -10.53431 12.62560 25.20617
H: -9.37621 12.47670 26.51870
H: -8.92059 13.27524 23.92030
C: -12.09430 14.60745 17.72410
C: -11.09612 13.44968 18.06527
O: -11.00652 13.20758 19.45716
H: -13.15538 14.39098 17.84806
H: -11.97242 14.87974 16.67571
H: -11.89467 15.57336 18.18807
H: -10.06756 13.54970 17.71861
H: -11.44691 12.59726 17.48353
H: -11.58185 12.50096 19.75930
C: -18.24628 -2.93182 17.19717
C: -19.62122 -2.93458 16.48924
O: -19.64193 -3.72959 15.25798
H: -17.82379 -3.93481 17.25719
H: -18.23750 -2.55413 18.21961
H: -17.58388 -2.41441 16.50320
H: -20.01815 -1.94343 16.26973
H: -20.36205 -3.30615 17.19719
H: -19.07362 -3.25180 14.64941

Cartesian forces, eV/Å:
-0.140 0.096 -0.013
-0.352 -1.675 -1.794
-0.290 1.313 1.984
-1.572 1.566 0.138
0.203 0.395 -1.526
0.525 0.356 0.691
-0.211 1.469 -0.567
-0.052 1.052 0.987
-0.911 0.586 -1.863
-0.175 -1.037 0.739
0.967 1.008 1.020
-0.388 -1.234 0.950
0.754 0.287 -0.909
0.098 -0.480 -0.538
0.941 0.515 0.464
-0.450 -0.398 0.709
-0.037 -0.439 0.295
0.601 0.095 -0.598
0.644 0.398 0.043
0.126 -0.365 0.378
0.480 -0.063 0.395
0.040 0.079 -0.288
-0.105 -1.057 0.475
-0.444 -0.750 -0.017
-0.152 0.079 0.522
0.304 -0.713 -0.575
-0.168 0.012 0.221
0.423 -1.193 -0.078
-0.485 -0.123 0.559
-0.310 0.170 -0.452
0.345 -0.213 -0.105
-0.258 0.065 -0.147
-0.178 0.363 -0.243
0.212 -0.057 -0.251
0.258 0.292 -0.311
-0.394 0.017 -0.076
-0.163 -0.314 -0.235
-4.076 -1.328 -1.260
3.031 0.771 0.208
-0.534 -0.231 -0.194
-0.541 0.738 -0.341
1.190 -0.248 -0.075
0.529 5.026 -1.735
-0.416 -4.786 2.650
1.084 -1.325 -1.030
-4.198 -1.348 4.215
3.364 2.230 -2.199
0.230 -0.703 -1.415
0.129 0.635 1.092
0.493 0.494 0.061
0.778 0.220 -0.620
1.031 0.620 0.609
-0.954 -0.541 0.544
-0.766 -0.220 -1.410
0.645 -0.016 1.419
0.063 0.280 0.135
-0.438 -0.038 -0.495
0.098 -0.039 -0.142
-0.109 -0.043 -0.182
-0.347 -0.220 0.134
0.676 -1.859 0.332
-1.295 1.224 -0.923
0.861 1.626 1.645
1.559 -1.399 0.251
-1.548 -0.267 -1.359
-0.355 0.748 -0.211
-0.202 -0.096 0.088
0.215 0.051 -0.036
0.256 -0.144 0.140
-0.162 0.113 0.111
-0.389 0.655 1.759
0.987 -0.026 0.593
-0.720 1.124 -0.909
1.263 -1.053 -1.671
-0.291 -0.689 0.984
-0.063 -0.325 0.400
-0.399 -0.025 -0.099
0.049 0.154 -0.237
-0.292 0.083 -0.093
-0.134 0.106 -0.740
1.498 -1.223 1.109
-0.521 1.042 -2.194
-0.954 -1.269 1.867
2.457 1.312 -1.843
-2.185 0.274 1.353
0.108 -0.340 0.069
0.037 -0.072 -0.044
-0.454 0.317 0.131
0.058 -0.011 -0.246
-0.036 -0.018 -0.203
-1.342 1.648 -1.351
-0.910 -0.542 -0.089
0.315 0.369 0.710
4.093 1.597 0.290
-1.652 -1.507 0.139
-0.247 -0.518 0.031
-0.449 -0.280 -0.143
0.544 -0.504 0.170
-0.030 -0.267 0.176
-0.325 0.011 0.073
-1.011 0.005 0.954
-1.367 2.156 1.837
1.469 -0.996 -1.715
0.212 0.030 -0.168
0.815 -0.539 -0.611
-0.596 -0.644 0.033
0.046 -0.273 -0.173
0.088 0.113 0.091
0.352 0.109 -0.252
1.101 0.287 -0.603
-1.239 0.417 -0.290
0.205 -0.098 0.370
0.181 -0.429 0.299
-0.017 -0.351 -0.345
0.211 -0.277 0.643
-0.089 0.831 -0.062
-0.187 -0.433 0.313
-0.164 0.041 -0.304
-0.228 -0.341 -1.291
-0.176 -0.590 0.318
0.084 0.663 1.512
-0.365 -0.253 -0.058
-0.156 0.475 -0.285
0.404 0.449 0.507
0.502 0.320 -0.114
-0.104 -0.679 -0.377
0.038 -0.042 -0.210

For the energy, the calculation gives -3632.45679 a.u. As for the charge: +1. The HOMO-LUMO gap (alpha / beta) is 2.305 / 2.718 eV. The maximum force comes out at 6.10 eV Å⁻¹. The HOMO energy (alpha / beta) comes out at -8.347 / -8.347 eV. Its spin multiplicity is 4.

***

4.
ORCA calculation (the ωB97M-V functional and the def2-TZVPD basis) on C48H36N5PSeTi as an isolated structure in a non-equilibrium geometry.

Positions of all 92 atoms, in Å:
Ti: -0.61555 0.87408 0.89440
C: 0.17921 -0.97534 4.92101
C: -0.98069 -0.60020 5.58958
C: -1.91203 0.18569 4.94076
C: -1.70053 0.56323 3.60806
C: -0.57956 0.12824 2.88684
C: 0.36345 -0.61008 3.59819
C: -2.63436 1.48619 2.92344
C: -3.76579 2.01034 3.60404
C: -4.59857 2.87849 2.97973
C: -4.36300 3.24183 1.63543
C: -5.21804 4.12009 0.93609
C: -4.97994 4.41876 -0.37513
C: -3.88136 3.83284 -1.02888
C: -3.03348 2.98471 -0.36805
C: -3.24449 2.68285 0.99160
N: -2.36942 1.83963 1.66276
H: 0.93809 -1.55095 5.43829
H: -1.14341 -0.89759 6.61714
H: -2.79155 0.49007 5.49069
H: 1.27998 -0.88396 3.10163
H: -3.95010 1.72049 4.62481
H: -5.45681 3.29081 3.49690
H: -6.06711 4.54131 1.46052
H: -5.63558 5.09056 -0.91250
H: -3.69953 4.04668 -2.07395
H: -2.21733 2.51942 -0.88992
Se: -3.77285 -1.55844 -5.64857
N: -2.34130 -0.52461 -5.28361
C: -2.07691 -0.66062 -4.02484
C: -0.90014 -0.02569 -3.36161
C: -0.27562 1.21111 -4.06199
C: -0.12368 2.39682 -3.17315
C: -0.14520 2.27997 -1.84438
N: -0.56471 1.14246 -1.15321
C: -1.16102 0.14533 -1.89045
C: -1.85317 -0.80988 -1.19221
N: -1.71212 -0.83461 0.18402
C: -2.34046 -1.81847 0.87576
C: -3.13837 -2.76073 0.29902
C: -3.36955 -2.69419 -1.10016
C: -2.74761 -1.73432 -1.83729
C: -2.95115 -1.55591 -3.27416
N: -3.90098 -2.13096 -3.94800
H: -0.78047 1.44551 -4.99803
H: 0.18398 3.34162 -3.60407
H: 0.12655 3.11284 -1.20601
H: -2.16320 -1.81257 1.94502
H: -3.59588 -3.52382 0.91146
H: -4.04565 -3.38320 -1.59054
C: 2.01538 -3.22535 2.27048
C: 2.93428 -3.31183 1.08917
C: 3.68835 -4.47443 0.93235
C: 4.55013 -4.64893 -0.13412
C: 4.65609 -3.65480 -1.09370
C: 3.90112 -2.50208 -0.96033
C: 3.05278 -2.29452 0.13478
P: 2.00003 -0.76903 0.12892
C: 1.86264 -0.51128 -1.67253
C: 2.55598 0.59751 -2.35052
C: 2.26472 0.96534 -3.59598
C: 1.07359 0.41747 -4.31006
C: 0.46319 -0.84803 -3.66181
C: 1.04212 -1.31620 -2.36737
C: 0.55543 -2.63894 -1.85701
C: 3.10965 0.57752 0.68888
C: 4.49886 0.43223 0.60574
C: 5.36149 1.44491 0.97807
C: 4.83357 2.64093 1.44584
C: 3.46432 2.78640 1.54547
C: 2.56484 1.77262 1.18554
C: 1.09464 2.07545 1.39742
H: 1.83957 -4.21678 2.68778
H: 1.05455 -2.78285 2.00855
H: 2.45362 -2.61261 3.06048
H: 3.58191 -5.26368 1.66743
H: 5.12153 -5.56395 -0.22578
H: 5.30755 -3.77877 -1.94924
H: 3.95505 -1.75109 -1.73675
H: 3.37566 1.07158 -1.82406
H: 2.85294 1.73607 -4.08134
H: 1.27042 0.29752 -5.37547
H: 0.29426 -1.66579 -4.36441
H: -0.34193 -2.97069 -2.37664
H: 0.33527 -2.61849 -0.78553
H: 1.33075 -3.39888 -2.00760
H: 4.91487 -0.49742 0.24163
H: 6.43169 1.30230 0.90297
H: 5.48643 3.45351 1.73944
H: 3.05348 3.71510 1.92589
H: 0.88688 3.01814 0.85886
H: 0.97932 2.33594 2.45808

Cartesian forces, eV/Å:
0.815 -0.448 -0.855
0.012 -0.014 0.055
0.053 -0.008 -0.008
0.013 -0.010 -0.016
-0.217 0.081 0.009
-0.267 -0.056 0.212
0.075 0.062 -0.086
-0.133 0.114 0.111
0.019 -0.016 -0.081
-0.006 -0.029 0.043
-0.044 0.012 0.061
-0.003 -0.015 -0.009
-0.024 0.028 0.021
0.048 -0.010 0.013
-0.145 0.102 0.020
0.155 -0.105 -0.065
-0.268 0.003 0.201
-0.001 -0.007 -0.010
-0.002 -0.001 0.004
0.011 0.015 -0.010
0.078 -0.048 -0.024
-0.025 0.020 -0.015
0.001 0.008 0.005
0.002 0.003 -0.005
-0.003 -0.003 -0.002
-0.005 -0.012 -0.010
0.032 -0.041 -0.024
0.087 0.002 0.134
-0.061 -0.037 -0.096
-0.089 -0.010 0.055
0.300 -0.077 0.059
0.017 0.042 0.027
-0.006 -0.028 0.019
0.131 0.034 -0.018
-0.222 -0.302 1.267
-0.256 0.051 -0.498
-0.064 0.061 -0.202
0.279 0.839 0.157
0.065 -0.034 0.073
0.029 0.031 0.064
0.033 0.092 -0.127
0.052 -0.423 0.172
0.022 0.050 -0.042
-0.013 0.046 -0.117
0.000 0.025 0.015
-0.002 -0.011 -0.020
0.006 0.047 -0.069
-0.017 -0.018 -0.001
-0.024 0.011 -0.017
-0.004 0.000 0.018
-0.033 0.019 0.069
0.021 -0.030 -0.031
0.043 -0.020 0.034
0.021 -0.049 -0.004
-0.023 0.073 -0.009
0.050 -0.032 0.128
0.001 -0.028 -0.183
-0.194 0.046 0.153
-0.042 0.016 -0.013
-0.037 0.060 -0.045
-0.020 -0.022 0.012
-0.003 0.031 -0.021
-0.049 0.136 -0.026
0.023 -0.031 0.033
-0.028 -0.041 0.055
0.023 -0.073 0.002
0.048 -0.005 0.012
-0.012 0.003 0.007
0.010 -0.004 -0.009
-0.033 0.012 0.024
0.130 0.072 0.046
-0.042 -0.133 -0.522
-0.018 0.013 -0.006
-0.015 -0.008 -0.026
0.010 0.008 0.014
0.004 0.000 0.003
-0.006 -0.002 -0.001
-0.002 0.000 0.002
0.038 0.040 -0.013
0.014 0.011 -0.008
-0.014 -0.009 -0.025
0.019 0.020 0.002
-0.014 -0.005 0.008
-0.055 0.013 -0.021
-0.019 0.015 0.008
-0.021 0.019 -0.002
-0.009 -0.018 -0.010
0.003 0.004 0.000
0.003 -0.006 0.001
0.014 0.001 -0.001
-0.046 -0.027 0.012
-0.174 -0.086 -0.034

For the energy, the calculation gives -5716.72575 a.u. The HOMO-LUMO gap (alpha / beta) is 4.868 / 4.873 eV. The maximum force comes out at 1.32 eV Å⁻¹. The HOMO energy (alpha / beta) comes out at -5.748 / -5.751 eV.

***

Number 1: molar mass 199.14 g mol⁻¹. Number 2: molar mass 126.20 g mol⁻¹. Number 3: molar mass 878.70 g mol⁻¹. Number 4: molar mass 840.65 g mol⁻¹.